# 1
{
  "formula": "C43H34AsHfN8O4S2",
  "method": "ωB97M-V/def2-TZVPD",
  "symbols": ["Hf", "N", "C", "S", "N", "N", "C", "C", "C", "C", "C", "C", "C", "C", "C", "C", "C", "C", "N", "H", "H", "H", "H", "H", "H", "H", "H", "H", "H", "H", "S", "C", "C", "C", "C", "C", "C", "As", "C", "C", "C", "C", "C", "C", "C", "C", "C", "C", "C", "C", "H", "H", "H", "H", "H", "H", "H", "H", "H", "H", "H", "H", "H", "H", "C", "C", "N", "C", "C", "N", "C", "O", "O", "C", "O", "O", "H", "H", "H", "H", "H", "N", "C", "C", "C", "C", "C", "N", "C", "H", "H", "H", "H"],
  "coordinates": [[0.369, -0.015, 0.463], [-2.048, 2.802, -2.121], [-1.022, 2.240, -1.458], [-0.884, 2.493, 0.234], [-0.148, 1.567, -2.168], [0.801, 0.857, -1.525], [1.949, 0.728, -2.134], [2.252, 1.409, -3.405], [1.518, 1.140, -4.555], [1.877, 1.731, -5.752], [2.945, 2.612, -5.803], [3.644, 2.923, -4.647], [3.304, 2.321, -3.452], [2.953, -0.141, -1.545], [4.044, -0.563, -2.316], [4.963, -1.445, -1.782], [4.760, -1.879, -0.479], [3.662, -1.403, 0.216], [2.763, -0.545, -0.270], [-2.616, 3.488, -1.650], [-2.023, 2.799, -3.127], [0.689, 0.451, -4.505], [1.323, 1.502, -6.650], [3.234, 3.058, -6.743], [4.459, 3.631, -4.679], [3.847, 2.561, -2.548], [4.135, -0.213, -3.332], [5.797, -1.804, -2.368], [5.421, -2.587, -0.005], [3.504, -1.750, 1.223], [0.487, -2.437, -0.163], [-1.085, -3.141, -0.584], [-1.117, -4.526, -0.737], [-2.279, -5.162, -1.122], [-3.432, -4.425, -1.354], [-3.410, -3.051, -1.191], [-2.244, -2.390, -0.806], [-2.201, -0.449, -0.550], [-3.560, 0.010, -1.946], [-3.158, -0.083, -3.278], [-4.037, 0.222, -4.302], [-5.328, 0.633, -4.008], [-5.735, 0.731, -2.689], [-4.858, 0.424, -1.659], [-3.303, -0.296, 1.058], [-3.512, -1.392, 1.887], [-4.120, -1.227, 3.118], [-4.512, 0.031, 3.542], [-4.312, 1.128, 2.721], [-3.716, 0.966, 1.484], [-0.211, -5.081, -0.552], [-2.281, -6.235, -1.245], [-4.340, -4.919, -1.664], [-4.305, -2.458, -1.365], [-2.142, -0.400, -3.498], [-3.718, 0.139, -5.330], [-6.014, 0.874, -4.806], [-6.743, 1.044, -2.457], [-5.183, 0.497, -0.627], [-3.179, -2.375, 1.570], [-4.273, -2.087, 3.752], [-4.966, 0.157, 4.514], [-4.607, 2.114, 3.051], [-3.547, 1.831, 0.845], [3.292, 2.990, 0.792], [2.310, 2.578, 1.819], [1.434, 1.589, 1.719], [0.689, 1.600, 2.881], [1.154, 2.609, 3.699], [2.169, 3.203, 3.001], [0.892, 3.108, 5.090], [-0.095, 2.570, 5.755], [1.625, 3.959, 5.523], [-0.451, 0.654, 3.090], [-1.098, 0.723, 4.123], [-0.664, -0.177, 2.136], [3.164, 2.391, -0.106], [4.311, 2.866, 1.161], [3.153, 4.046, 0.556], [2.688, 3.989, 3.375], [-0.601, 1.868, 5.257], [1.746, -5.598, 4.308], [1.960, -4.490, 4.118], [2.270, -3.127, 3.882], [3.337, -2.530, 4.556], [3.646, -1.218, 4.244], [2.899, -0.572, 3.272], [1.858, -1.121, 2.634], [1.546, -2.373, 2.952], [3.902, -3.087, 5.289], [4.456, -0.701, 4.733], [3.174, 0.431, 2.975], [0.703, -2.810, 2.433]],
  "lumo_energy_ha": -0.1407,
  "homo_lumo_gap_ev": 6.7,
  "charge": 1,
  "largest_force_ha_per_bohr": 0.04736
}

***

# 2
{
  "formula": "C43H34BrCoNO2P2Si",
  "method": "ωB97M-V/def2-TZVPD",
  "symbols": ["Co", "C", "Si", "C", "C", "C", "C", "C", "C", "P", "C", "C", "C", "C", "C", "C", "C", "C", "C", "C", "C", "C", "C", "C", "C", "C", "C", "C", "P", "C", "C", "C", "C", "C", "C", "C", "C", "C", "C", "C", "C", "H", "H", "H", "H", "H", "H", "H", "H", "H", "H", "H", "H", "H", "H", "H", "H", "H", "H", "H", "H", "H", "H", "H", "H", "H", "H", "H", "H", "H", "H", "H", "Br", "C", "C", "C", "C", "C", "N", "C", "O", "O", "H", "H", "H"],
  "coordinates": [[-0.363, 0.269, -0.061], [2.985, -0.384, 1.582], [1.797, 0.170, 0.245], [2.741, 0.044, -1.372], [4.128, -0.052, -1.496], [4.710, -0.199, -2.746], [3.917, -0.252, -3.887], [2.539, -0.152, -3.785], [1.957, -0.018, -2.529], [0.177, 0.176, -2.227], [-0.683, -1.194, -3.038], [-0.031, -2.378, -3.368], [-0.749, -3.437, -3.908], [-2.114, -3.318, -4.116], [-2.768, -2.135, -3.789], [-2.058, -1.074, -3.253], [-0.251, 1.638, -3.215], [-0.415, 1.512, -4.594], [-0.621, 2.637, -5.379], [-0.667, 3.893, -4.791], [-0.514, 4.020, -3.419], [-0.312, 2.898, -2.630], [1.170, 1.944, 0.707], [1.785, 3.101, 0.204], [1.531, 4.333, 0.774], [0.630, 4.449, 1.832], [-0.017, 3.332, 2.329], [0.261, 2.084, 1.776], [-0.592, 0.525, 2.129], [0.007, -0.386, 3.555], [0.496, -1.682, 3.439], [0.939, -2.359, 4.567], [0.896, -1.741, 5.807], [0.395, -0.450, 5.931], [-0.055, 0.226, 4.810], [-2.329, 0.860, 2.454], [-3.137, 0.111, 3.216], [-4.591, 0.151, 3.023], [-5.184, 0.870, 2.063], [-4.405, 1.772, 1.149], [-2.905, 1.642, 1.340], [3.796, 0.353, 1.577], [3.425, -1.356, 1.354], [2.579, -0.399, 2.590], [4.761, -0.016, -0.617], [5.786, -0.275, -2.836], [4.378, -0.371, -4.859], [1.926, -0.188, -4.677], [1.036, -2.476, -3.212], [-0.236, -4.353, -4.172], [-2.669, -4.142, -4.544], [-3.832, -2.036, -3.959], [-2.561, -0.148, -2.994], [-0.395, 0.536, -5.062], [-0.751, 2.529, -6.447], [-0.834, 4.771, -5.402], [-0.568, 4.997, -2.955], [-0.236, 3.003, -1.557], [2.480, 3.024, -0.625], [2.029, 5.216, 0.396], [0.433, 5.422, 2.265], [-0.744, 3.426, 3.127], [0.510, -2.168, 2.472], [1.318, -3.368, 4.473], [1.248, -2.267, 6.684], [0.352, 0.026, 6.901], [-0.458, 1.228, 4.908], [-2.737, -0.576, 3.953], [-5.194, -0.461, 3.683], [-6.263, 0.856, 1.962], [-4.818, 2.782, 1.161], [-2.377, 2.569, 1.126], [0.271, -3.180, -0.112], [-1.480, -2.483, -0.133], [-2.541, -3.364, -0.224], [-3.823, -2.844, -0.204], [-4.005, -1.476, -0.075], [-2.896, -0.661, 0.003], [-1.647, -1.165, -0.051], [-2.917, 0.870, -0.011], [-4.293, 1.309, -0.228], [-1.951, 1.254, -0.848], [-2.353, -4.423, -0.310], [-4.674, -3.505, -0.292], [-4.984, -1.022, -0.058]],
  "lumo_energy_ha": [-0.1103, -0.1101],
  "homo_lumo_gap_ev": [7.7, 7.7],
  "charge": 1,
  "largest_force_ha_per_bohr": 0.01552
}

***

# 3
{
  "formula": "C43H34ClOP2STl",
  "method": "ωB97M-V/def2-TZVPD",
  "symbols": ["Tl", "O", "S", "C", "C", "C", "C", "C", "C", "P", "C", "C", "C", "C", "C", "C", "C", "C", "C", "C", "C", "C", "C", "C", "C", "C", "C", "C", "P", "C", "C", "C", "C", "C", "C", "C", "C", "C", "C", "C", "C", "H", "H", "H", "H", "H", "H", "H", "H", "H", "H", "H", "H", "H", "H", "H", "H", "H", "H", "H", "H", "H", "H", "H", "H", "H", "H", "H", "H", "Cl", "C", "C", "C", "C", "C", "C", "C", "H", "H", "H", "H", "H", "H"],
  "coordinates": [[0.920, -0.200, -0.103], [-0.666, 2.077, 0.913], [-1.754, 1.609, 1.831], [-2.263, 0.010, 1.150], [-2.935, -0.874, 1.982], [-3.495, -2.035, 1.472], [-3.399, -2.304, 0.118], [-2.728, -1.426, -0.720], [-2.154, -0.247, -0.234], [-1.118, 0.702, -1.427], [-1.694, 2.394, -1.586], [-2.960, 2.757, -1.137], [-3.405, 4.056, -1.328], [-2.588, 4.984, -1.961], [-1.327, 4.615, -2.412], [-0.876, 3.319, -2.227], [-1.321, -0.036, -3.049], [-0.350, -0.880, -3.578], [-0.525, -1.427, -4.841], [-1.669, -1.138, -5.568], [-2.640, -0.289, -5.044], [-2.465, 0.271, -3.792], [-0.868, 1.150, 3.313], [-1.614, 1.052, 4.475], [-0.987, 0.781, 5.684], [0.389, 0.649, 5.719], [1.139, 0.791, 4.557], [0.534, 1.048, 3.327], [1.648, 1.297, 1.888], [1.878, 3.045, 1.560], [1.563, 4.001, 2.519], [1.790, 5.342, 2.245], [2.328, 5.722, 1.024], [2.644, 4.765, 0.067], [2.416, 3.425, 0.333], [3.250, 0.647, 2.410], [3.384, -0.734, 2.587], [4.599, -1.272, 2.970], [5.693, -0.435, 3.168], [5.566, 0.933, 2.990], [4.346, 1.480, 2.612], [-3.030, -0.660, 3.038], [-4.014, -2.717, 2.133], [-3.847, -3.198, -0.295], [-2.647, -1.660, -1.773], [-3.605, 2.032, -0.651], [-4.391, 4.343, -0.989], [-2.938, 5.996, -2.108], [-0.697, 5.339, -2.910], [0.106, 3.031, -2.586], [0.548, -1.115, -3.019], [0.234, -2.075, -5.259], [-1.803, -1.566, -6.552], [-3.526, -0.056, -5.618], [-3.211, 0.951, -3.399], [-2.685, 1.215, 4.445], [-1.571, 0.701, 6.591], [0.894, 0.458, 6.655], [2.215, 0.713, 4.620], [1.143, 3.709, 3.474], [1.549, 6.089, 2.988], [2.505, 6.769, 0.816], [3.068, 5.064, -0.881], [2.670, 2.679, -0.414], [2.529, -1.390, 2.455], [4.698, -2.339, 3.117], [6.645, -0.856, 3.464], [6.417, 1.582, 3.148], [4.255, 2.550, 2.479], [0.320, -5.241, -5.176], [0.673, -4.442, -3.686], [1.890, -3.794, -3.528], [2.152, -3.121, -2.347], [1.212, -3.088, -1.317], [1.495, -2.353, -0.060], [0.008, -3.766, -1.490], [-0.267, -4.442, -2.667], [2.622, -3.824, -4.323], [3.106, -2.621, -2.224], [2.548, -2.331, 0.208], [0.911, -2.712, 0.788], [-0.722, -3.774, -0.688], [-1.200, -4.972, -2.800]],
  "lumo_energy_ha": -0.2353,
  "homo_lumo_gap_ev": 6.7,
  "charge": 2,
  "largest_force_ha_per_bohr": 0.00338
}

***

# 4
{
  "formula": "C43H34ClOP2SZn",
  "method": "ωB97M-V/def2-TZVPD",
  "symbols": ["Zn", "O", "S", "C", "C", "C", "C", "C", "C", "P", "C", "C", "C", "C", "C", "C", "C", "C", "C", "C", "C", "C", "C", "C", "C", "C", "C", "C", "P", "C", "C", "C", "C", "C", "C", "C", "C", "C", "C", "C", "C", "H", "H", "H", "H", "H", "H", "H", "H", "H", "H", "H", "H", "H", "H", "H", "H", "H", "H", "H", "H", "H", "H", "H", "H", "H", "H", "H", "H", "Cl", "C", "C", "C", "C", "C", "C", "C", "H", "H", "H", "H", "H", "H"],
  "coordinates": [[1.518, 0.152, 0.365], [-2.760, -1.495, 0.256], [-1.689, -0.488, 0.123], [-1.289, 0.017, 1.815], [-1.807, -0.747, 2.847], [-1.623, -0.337, 4.160], [-0.946, 0.843, 4.425], [-0.456, 1.622, 3.385], [-0.639, 1.234, 2.062], [0.039, 2.157, 0.625], [-1.392, 3.017, -0.101], [-1.112, 4.049, -0.998], [-2.141, 4.807, -1.529], [-3.455, 4.539, -1.169], [-3.737, 3.506, -0.288], [-2.709, 2.743, 0.246], [1.004, 3.515, 1.334], [0.388, 4.552, 2.037], [1.159, 5.555, 2.598], [2.542, 5.538, 2.452], [3.154, 4.527, 1.729], [2.385, 3.517, 1.168], [-0.187, -1.470, -0.246], [0.136, -2.510, 0.641], [0.930, -3.559, 0.226], [1.387, -3.593, -1.088], [1.091, -2.564, -1.967], [0.303, -1.481, -1.573], [-0.087, -0.068, -2.707], [0.063, -0.828, -4.357], [-1.128, -1.262, -4.939], [-1.122, -1.835, -6.202], [0.071, -1.960, -6.899], [1.258, -1.517, -6.332], [1.257, -0.953, -5.066], [1.513, 0.831, -2.575], [2.701, 0.312, -2.061], [3.848, 1.101, -1.973], [3.824, 2.407, -2.426], [2.652, 2.929, -2.968], [1.507, 2.153, -3.030], [-2.374, -1.638, 2.610], [-2.018, -0.933, 4.971], [-0.812, 1.173, 5.446], [0.074, 2.538, 3.609], [-0.085, 4.269, -1.265], [-1.919, 5.610, -2.219], [-4.259, 5.140, -1.571], [-4.760, 3.295, -0.009], [-2.947, 1.947, 0.940], [-0.691, 4.579, 2.132], [0.681, 6.353, 3.150], [3.139, 6.322, 2.896], [4.228, 4.525, 1.598], [2.858, 2.735, 0.585], [-0.269, -2.499, 1.644], [1.174, -4.357, 0.913], [1.983, -4.430, -1.427], [1.456, -2.606, -2.985], [-2.061, -1.148, -4.400], [-2.049, -2.172, -6.646], [0.076, -2.394, -7.890], [2.187, -1.610, -6.878], [2.187, -0.600, -4.636], [2.770, -0.739, -1.791], [4.761, 0.680, -1.568], [4.715, 3.017, -2.366], [2.633, 3.946, -3.336], [0.590, 2.568, -3.434], [5.487, -5.335, 2.908], [4.712, -3.815, 2.600], [4.306, -3.021, 3.659], [3.683, -1.809, 3.403], [3.446, -1.373, 2.100], [2.818, -0.032, 1.850], [3.865, -2.197, 1.059], [4.500, -3.406, 1.294], [4.480, -3.349, 4.674], [3.377, -1.189, 4.236], [3.592, 0.713, 1.641], [2.286, 0.314, 2.739], [3.692, -1.888, 0.035], [4.829, -4.030, 0.474]],
  "lumo_energy_ha": -0.1146,
  "homo_lumo_gap_ev": 7.6,
  "charge": 1,
  "largest_force_ha_per_bohr": 0.00915
}

***

# 5
{
  "formula": "C43H34N5O2ReS2Sb",
  "method": "ωB97M-V/def2-TZVPD",
  "symbols": ["Re", "O", "C", "O", "C", "C", "C", "C", "C", "C", "N", "C", "C", "C", "C", "C", "C", "N", "H", "H", "H", "H", "H", "H", "H", "H", "H", "H", "N", "C", "C", "C", "C", "C", "C", "S", "N", "C", "C", "C", "C", "C", "C", "N", "H", "H", "H", "H", "H", "H", "H", "H", "H", "S", "Sb", "C", "C", "C", "C", "C", "C", "C", "C", "C", "C", "C", "C", "C", "C", "C", "C", "C", "C", "H", "H", "H", "H", "H", "H", "H", "H", "H", "H", "H", "H", "H", "H", "H"],
  "coordinates": [[-1.446, -0.419, -0.650], [-3.398, -1.762, 6.445], [-3.286, -0.547, 5.818], [-2.715, 0.390, 6.318], [-3.743, -0.436, 4.360], [-4.172, -1.474, 3.575], [-4.100, -1.430, 2.173], [-3.625, -0.286, 1.611], [-3.528, 0.915, 2.373], [-3.593, 0.835, 3.754], [-3.355, -0.249, 0.196], [-4.315, -0.254, -0.638], [-4.075, -0.263, -2.080], [-5.061, -0.100, -3.023], [-4.630, -0.060, -4.356], [-3.305, -0.232, -4.670], [-2.401, -0.539, -3.699], [-2.753, -0.503, -2.366], [-4.060, -2.342, 6.072], [-4.396, -2.420, 4.050], [-4.451, -2.233, 1.511], [-3.371, 1.888, 1.900], [-3.401, 1.716, 4.382], [-5.361, -0.327, -0.246], [-6.104, 0.082, -2.797], [-5.378, 0.141, -5.135], [-2.947, -0.294, -5.747], [-1.363, -0.735, -3.869], [0.006, -0.327, 3.254], [-0.272, 0.939, 3.729], [-0.433, 1.150, 5.116], [-0.996, 2.351, 5.522], [-1.417, 3.299, 4.588], [-1.252, 3.124, 3.208], [-0.626, 1.975, 2.823], [-0.011, 1.699, 1.195], [-0.511, 0.092, 1.060], [-0.352, -0.769, 2.028], [-0.707, -2.183, 1.592], [-0.377, -3.290, 2.322], [-0.584, -4.526, 1.679], [-1.127, -4.539, 0.432], [-1.447, -3.363, -0.250], [-1.195, -2.176, 0.369], [0.277, -0.977, 3.982], [-0.152, 0.372, 5.765], [-1.132, 2.524, 6.534], [-1.887, 4.279, 4.829], [-1.428, 3.864, 2.417], [0.082, -3.287, 3.296], [-0.378, -5.495, 2.136], [-1.402, -5.478, -0.128], [-1.761, -3.306, -1.264], [0.321, 0.001, -2.113], [2.751, 0.457, -2.012], [3.555, 1.525, -0.391], [3.802, 2.874, -0.620], [4.372, 3.646, 0.353], [4.753, 3.089, 1.587], [4.579, 1.692, 1.780], [3.983, 0.913, 0.786], [2.773, 1.742, -3.708], [1.686, 2.476, -4.121], [1.780, 3.307, -5.223], [2.992, 3.439, -5.881], [4.088, 2.754, -5.448], [3.997, 1.874, -4.342], [3.326, -1.472, -2.402], [4.045, -2.199, -1.502], [4.503, -3.419, -1.898], [4.217, -3.961, -3.112], [3.332, -3.240, -3.986], [2.879, -1.947, -3.630], [3.447, 3.341, -1.542], [4.585, 4.693, 0.267], [5.177, 3.748, 2.361], [4.891, 1.345, 2.779], [3.876, -0.170, 0.959], [0.717, 2.288, -3.660], [0.894, 3.791, -5.622], [2.974, 4.039, -6.914], [5.080, 2.861, -5.862], [4.852, 1.280, -4.058], [4.373, -1.788, -0.585], [5.117, -3.942, -1.180], [4.531, -4.936, -3.419], [2.961, -3.754, -4.871], [2.213, -1.360, -4.266]],
  "lumo_energy_ha": [-0.4458, -0.4830],
  "s_squared": 3.7906,
  "spin_multiplicity": 4,
  "homo_lumo_gap_ev": [6.0, 4.9],
  "charge": 4,
  "largest_force_ha_per_bohr": 0.07339
}

***

Quick rundown of energy, same order as above: -149070.10239 -184847.54103 -93804.62061 -137537.71657 -86986.58935 eV